Record 1
91
Properties=species:S:1:pos:R:3 method="wB97M-V/def2-TZVPD" gap_ev=9.49 smiles="CC(=O)OCCCCCCCCN(CCC(F)(F)C(F)(F)C(F)(F)C(F)(F)C(F)(F)C(F)(F)C(F)(F)C(F)(F)F)C(=O)O.CNC(C)=O.CNC(C)=O" homo_energy_ev=-8.889 mol_weight_g_mol=823.58
C -2.165 1.315 -2.260
C -3.134 1.988 -1.291
O -4.111 1.420 -0.969
O -2.904 3.256 -0.833
C -1.784 3.295 0.077
C -2.219 2.937 1.530
C -1.235 1.966 2.226
C -1.210 0.583 1.530
C -2.509 -0.233 1.752
C -2.581 -1.381 0.713
C -1.589 -2.500 1.112
C -1.307 -3.365 -0.134
N -0.398 -2.641 -1.034
C 1.021 -2.745 -0.609
C 1.577 -1.306 -0.431
C 2.703 -0.995 -1.415
F 2.450 -1.418 -2.668
F 3.773 -1.721 -0.997
C 3.174 0.484 -1.363
F 3.351 0.764 -0.067
F 4.385 0.568 -1.929
C 2.144 1.512 -1.946
F 1.655 2.201 -0.900
F 1.090 0.920 -2.485
C 2.742 2.594 -2.892
F 1.804 3.542 -3.009
F 3.770 3.198 -2.318
C 3.213 2.062 -4.292
F 4.549 2.103 -4.288
F 2.894 0.790 -4.508
C 2.778 2.934 -5.505
F 3.563 2.546 -6.533
F 3.056 4.202 -5.323
C 1.307 2.715 -5.987
F 0.492 2.274 -5.033
F 0.851 3.911 -6.376
C 1.146 1.781 -7.225
F -0.162 1.558 -7.351
F 1.708 0.611 -7.075
F 1.511 2.355 -8.334
C -0.529 -3.105 -2.376
O -0.452 -4.249 -2.648
O -0.788 -2.157 -3.286
H -2.705 0.687 -2.969
H -1.527 0.649 -1.665
H -1.544 2.041 -2.797
H -0.954 2.657 -0.257
H -1.414 4.325 0.085
H -3.235 2.548 1.555
H -2.197 3.868 2.111
H -1.535 1.801 3.260
H -0.202 2.348 2.217
H -1.051 0.680 0.447
H -0.359 0.018 1.938
H -2.503 -0.683 2.757
H -3.392 0.414 1.712
H -3.587 -1.817 0.742
H -2.298 -1.019 -0.280
H -2.053 -3.173 1.850
H -0.660 -2.130 1.562
H -2.232 -3.620 -0.664
H -0.856 -4.317 0.203
H 1.614 -3.269 -1.371
H 1.135 -3.332 0.299
H 2.066 -1.288 0.552
H 0.799 -0.539 -0.420
H -0.367 -2.438 -4.114
C -4.573 2.752 7.317
N -4.233 2.225 6.009
C -3.825 2.908 4.906
C -3.697 4.407 5.018
O -3.575 2.311 3.869
H -3.916 2.302 8.064
H -5.605 2.486 7.551
H -4.467 3.831 7.354
H -4.297 1.229 5.863
H -3.365 4.807 4.064
H -4.662 4.853 5.265
H -2.961 4.669 5.780
C 3.147 -7.049 2.743
N 2.783 -5.828 2.048
C 3.513 -4.691 1.906
C 4.882 -4.655 2.537
O 3.060 -3.740 1.285
H 3.125 -7.880 2.036
H 2.418 -7.240 3.532
H 4.137 -6.980 3.181
H 1.879 -5.784 1.602
H 5.338 -3.689 2.338
H 4.806 -4.788 3.617
H 5.517 -5.433 2.110

***

Record 2
88
Properties=species:S:1:pos:R:3 method="wB97M-V/def2-TZVPD" gap_ev=0.95 homo_energy_ev=-4.422 mol_weight_g_mol=757.72 total_charge=-1
C -2.565 2.906 4.390
C -3.980 2.771 3.605
O -5.024 3.153 4.198
O -3.929 2.214 2.292
C -4.834 2.894 1.376
C -4.186 3.193 -0.080
C -5.029 2.290 -1.147
C -4.293 2.197 -2.591
C -3.564 0.756 -2.718
C -2.336 0.762 -1.674
C -1.210 -0.350 -2.053
C -1.444 -1.779 -1.449
C -0.367 -2.850 -1.760
C 0.896 -2.507 -2.653
C 1.142 -1.082 -3.259
C 2.442 -0.734 -4.114
C 3.450 -0.001 -3.069
O 4.114 -0.825 -2.316
N 3.630 1.456 -2.981
C 4.057 1.770 -1.581
C 4.705 1.778 -3.996
C 0.049 0.016 -2.937
S 0.131 1.768 -3.487
O 0.483 2.586 -2.253
O 1.179 2.070 -4.519
F -1.327 2.383 -4.044
C 1.921 -3.735 -2.845
O 2.531 -4.007 -3.909
C 2.079 -4.672 -1.534
C 3.571 -5.201 -1.203
C 4.217 -4.054 -0.231
C 3.473 -3.943 1.184
O 4.261 -3.282 2.220
C 0.938 -4.988 -0.716
C -0.490 -4.345 -1.138
O -1.590 -4.932 -1.003
H -2.653 3.573 5.317
H -1.742 3.295 3.675
H -2.247 1.843 4.696
H -5.218 3.894 1.779
H -5.743 2.207 1.227
H -3.083 2.873 -0.033
H -4.270 4.315 -0.304
H -6.108 2.660 -1.277
H -5.113 1.207 -0.749
H -5.000 2.429 -3.470
H -3.437 2.984 -2.558
H -3.125 0.712 -3.779
H -4.268 -0.137 -2.595
H -1.864 1.790 -1.500
H -2.777 0.410 -0.660
H -2.337 -2.056 -0.796
H 3.029 -1.669 -4.467
H 2.249 -0.118 -5.057
H 3.935 2.896 -1.407
H 3.344 1.221 -0.859
H 5.125 1.382 -1.418
H 5.675 2.021 -3.438
H 4.329 2.648 -4.655
H 4.837 0.846 -4.669
H 4.230 -5.176 -2.152
H 3.564 -6.230 -0.702
H 4.126 -3.027 -0.768
H 5.337 -4.220 -0.063
H 3.100 -4.967 1.566
H 2.539 -3.280 1.016
H 3.578 -2.984 2.875
H 1.063 -5.638 0.222
O -2.147 4.967 -2.371
H -1.582 4.509 -2.985
Al 6.020 -0.781 -0.963
C 1.224 3.848 7.190
N 0.314 3.562 6.052
O 0.091 2.385 5.793
O -0.146 4.528 5.457
H 1.554 2.905 7.622
H 2.073 4.411 6.799
H 0.663 4.431 7.921
O -1.920 -7.766 -2.364
S -0.457 -7.911 -2.461
O 0.107 -8.111 -1.114
O 0.122 -6.695 -3.060
O -0.139 -9.074 -3.308
C -1.959 3.101 8.963
O -0.823 3.774 9.119
H -2.883 3.575 9.351
H -2.267 2.865 7.923
H -2.022 2.100 9.433

***

Record 3
91
Properties=species:S:1:pos:R:3 method="wB97M-V/def2-TZVPD" gap_ev=1.94 de_lowest_kcal_mol=169.98 homo_energy_ev=-3.996 mol_weight_g_mol=974.69 total_charge=-1
C -1.866 3.251 -5.394
C -1.165 2.612 -6.174
C -0.319 1.661 -7.123
C 0.138 0.407 -6.170
C 1.598 -0.029 -5.840
C 1.763 -1.228 -4.867
P 3.552 -1.686 -4.459
S 3.903 -3.594 -4.442
C 0.601 -1.969 -4.254
C 0.773 -3.162 -3.226
C 1.315 -2.592 -1.859
C 0.176 -1.891 -0.978
C -0.025 -0.352 -1.275
O 0.904 0.443 -0.459
C 0.900 1.762 -0.929
C 1.906 2.306 -2.041
O 0.066 2.562 -0.507
C -0.871 -1.576 -4.566
N -2.038 -2.136 -4.083
S -3.297 -1.214 -4.768
N -2.375 -0.148 -5.693
C -0.996 -0.377 -5.533
H -2.564 3.441 -4.530
H 0.553 2.280 -7.517
H -0.960 1.348 -7.997
H 2.524 0.514 -6.287
H 4.419 -0.964 -5.361
H 3.784 -1.128 -3.147
H 1.380 -4.037 -3.635
H -0.280 -3.584 -2.989
H 1.716 -3.463 -1.242
H 2.162 -1.856 -1.991
H 0.531 -1.990 0.108
H -0.795 -2.485 -1.036
H -1.099 -0.049 -1.027
H 0.159 -0.045 -2.351
H 2.912 1.803 -1.888
H 1.500 2.131 -3.088
H 2.084 3.419 -1.910
C 2.581 -0.186 2.763
C 2.887 -1.586 2.230
O 4.103 -1.804 1.901
O 1.913 -2.350 2.182
H 3.479 0.438 2.783
H 1.838 0.299 2.127
H 2.188 -0.261 3.769
Ca 2.322 2.111 -7.344
C 3.517 2.200 6.232
C 2.230 2.386 5.407
O 2.163 1.428 4.446
H 4.414 2.286 5.611
H 3.576 2.975 7.002
H 3.541 1.231 6.741
H 2.270 3.427 5.076
H 1.420 2.420 6.150
Li 5.089 -1.853 3.826
C -1.590 -2.454 2.769
C -2.055 -1.079 3.256
C -3.382 -1.278 3.993
S -3.343 -2.949 4.645
O -4.367 -3.717 3.985
O -3.227 -2.895 6.086
C -1.761 -3.395 3.953
H -0.554 -2.432 2.422
H -2.220 -2.783 1.936
H -1.310 -0.666 3.944
H -2.165 -0.373 2.430
H -3.498 -0.571 4.815
H -4.233 -1.201 3.314
H -1.764 -4.446 3.669
H -1.001 -3.212 4.715
Br 0.696 2.824 3.673
Be 0.244 -5.158 -2.467
Br 2.498 -5.010 -0.273
O -4.925 -7.465 3.928
S -3.585 -7.027 3.515
O -2.994 -6.187 4.570
O -3.689 -6.258 2.261
O -2.723 -8.199 3.289
O -2.542 8.339 -0.862
C -2.084 7.363 -0.331
O -0.792 6.965 -0.462
C -0.608 5.708 0.208
C -1.729 5.630 1.220
C -2.847 6.384 0.527
H -0.661 4.907 -0.532
H 0.373 5.686 0.683
H -1.992 4.607 1.493
H -1.442 6.159 2.134
H -3.440 5.732 -0.119
H -3.486 6.903 1.240

***

Record 4
124
Properties=species:S:1:pos:R:3 method="wB97M-V/def2-TZVPD" gap_ev=6.32 homo_energy_ev=-5.073 mol_weight_g_mol=2243.32 total_charge=-1
C -6.914 -0.953 -0.527
C -5.637 -1.936 -0.563
O -5.508 -2.690 -1.784
C -5.269 -1.820 -2.915
C -4.378 -2.648 -3.955
O -2.995 -2.256 -4.007
C -2.383 -2.237 -2.703
O -2.561 -3.388 -1.846
P -1.172 -3.163 -0.785
F 0.234 -2.828 0.231
C -0.631 -4.991 -0.692
C -0.376 -5.325 0.857
O -1.309 -5.511 1.683
O 0.943 -5.403 1.398
O -0.109 -2.881 -2.135
C -0.801 -1.914 -2.976
O -0.384 -0.619 -2.535
C 0.962 -0.282 -2.923
C 2.029 -0.460 -1.735
C 1.465 0.022 -0.317
O 2.615 -1.788 -1.705
H -7.113 -0.657 0.560
H -6.709 0.007 -1.120
H -7.843 -1.431 -0.979
H -4.727 -1.304 -0.309
H -5.797 -2.697 0.267
H -4.757 -0.836 -2.629
H -6.293 -1.524 -3.352
H -4.812 -2.422 -4.996
H -4.552 -3.755 -3.772
H -2.711 -1.246 -2.214
H -2.085 -3.444 0.317
H -1.496 -1.773 -0.535
H 0.384 -5.060 -1.222
H -1.339 -5.733 -1.176
H 1.054 -4.738 2.110
H -0.554 -2.178 -4.060
H 1.290 -0.781 -3.896
H 0.953 0.846 -3.153
H 2.906 0.255 -1.978
H 1.810 1.102 -0.126
H 1.946 -0.619 0.500
H 0.336 -0.020 -0.235
H 3.461 -1.784 -1.220
C -0.804 -5.403 4.266
Cl 0.041 -3.857 4.110
Cl 0.170 -6.554 5.195
Cl -2.386 -5.173 5.025
H -0.959 -5.811 3.265
C 1.611 3.019 2.981
Cl 3.308 3.424 2.692
Cl 0.567 3.884 1.842
Cl 1.359 1.274 2.853
H 1.349 3.331 3.990
C -10.709 -0.397 -2.383
Cl -9.419 -0.483 -3.591
Cl -10.096 -0.858 -0.790
Cl -11.409 1.227 -2.336
H -11.489 -1.098 -2.664
C -3.081 3.455 0.227
Cl -2.664 1.949 -0.599
Cl -1.960 4.747 -0.233
Cl -4.751 3.922 -0.132
H -2.994 3.292 1.299
C 3.384 -6.522 -1.959
Cl 2.250 -7.547 -1.068
Cl 3.281 -6.848 -3.698
Cl 3.077 -4.813 -1.628
H 4.391 -6.760 -1.627
C 4.657 0.964 -4.640
Cl 3.183 0.353 -5.390
Cl 5.598 1.926 -5.791
Cl 4.265 1.920 -3.206
H 5.261 0.114 -4.332
C 6.294 5.153 5.048
Cl 7.346 3.746 5.249
Cl 6.108 5.550 3.333
Cl 4.718 4.862 5.795
H 6.757 5.998 5.545
C -8.182 -4.826 0.829
Cl -9.893 -4.957 0.392
Cl -7.161 -5.036 -0.596
Cl -7.851 -3.268 1.594
H -7.949 -5.613 1.541
C 7.141 2.243 -0.166
Cl 7.324 3.409 -1.485
Cl 5.770 2.678 0.863
Cl 6.939 0.605 -0.806
H 8.045 2.264 0.438
C 10.707 4.777 7.534
Cl 9.660 3.481 8.126
Cl 12.064 4.110 6.615
Cl 9.787 5.919 6.544
H 11.106 5.313 8.391
C -11.409 -1.390 -6.647
Cl -12.205 -2.528 -7.743
Cl -11.468 0.251 -7.303
Cl -12.153 -1.446 -5.044
H -10.365 -1.682 -6.549
C 6.461 8.800 8.226
Cl 6.613 8.410 6.509
Cl 5.362 7.677 9.040
Cl 8.048 8.795 9.008
H 6.045 9.801 8.308
C 2.863 4.350 10.243
Cl 3.485 2.800 10.827
Cl 3.114 5.617 11.453
Cl 3.632 4.791 8.713
H 1.794 4.246 10.072
C -2.584 1.008 4.129
Cl -1.539 2.270 3.461
Cl -3.750 0.472 2.912
Cl -1.623 -0.362 4.695
H -3.135 1.423 4.970
C 3.222 -2.782 -7.869
Cl 2.075 -2.304 -6.612
Cl 2.642 -2.284 -9.465
Cl 4.822 -2.097 -7.549
H 3.307 -3.866 -7.859
C 6.291 5.899 -6.659
Cl 7.613 5.910 -7.836
Cl 6.873 5.378 -5.074
Cl 5.541 7.498 -6.553
H 5.538 5.190 -6.997

***

Record 5
86
Properties=species:S:1:pos:R:3 method="wB97M-V/def2-TZVPD" gap_ev=5.57 homo_energy_ev=-11.338 mol_weight_g_mol=865.71 total_charge=+1
C -2.844 -3.858 3.243
C -2.152 -2.634 3.912
C -2.300 -1.441 2.968
O -1.409 -1.643 1.878
C -1.103 -0.472 1.119
C -1.919 -0.569 -0.207
C -3.196 0.267 0.040
C -4.332 0.039 -0.968
C -5.682 0.366 -0.279
S -6.704 -1.059 0.106
O -7.827 -1.044 -0.765
O -6.981 -1.065 1.492
O -5.860 -2.377 -0.207
C -1.097 -0.162 -1.458
S -1.529 1.493 -2.015
N 0.396 -0.498 -1.361
I 0.215 -2.684 -1.186
C 1.035 -0.588 -2.731
C 2.147 -1.323 -2.981
C 2.655 -1.443 -4.238
C 2.007 -0.812 -5.275
C 0.889 -0.137 -4.948
N 0.408 -0.029 -3.723
C 1.140 0.135 -0.226
C 2.580 -0.412 -0.028
C 3.735 0.111 -0.931
C 4.832 0.864 -0.209
O 5.916 0.977 -1.131
C 6.440 2.293 -1.181
C 1.228 1.688 -0.140
F 2.192 2.024 0.733
F 0.093 2.173 0.452
C 1.520 2.663 -1.345
F 2.860 2.879 -1.368
F 1.247 2.260 -2.594
C 0.977 4.149 -1.152
F 1.273 4.621 0.060
F 1.719 4.876 -2.015
C -0.481 4.516 -1.546
F -1.404 4.143 -0.666
F -0.786 4.169 -2.790
F -0.498 5.876 -1.536
C 0.451 -0.424 1.085
C 0.877 0.207 2.444
C 1.945 -0.610 3.245
C 1.397 -1.285 4.509
S 1.789 -3.088 4.487
H -2.208 -4.739 3.334
H -3.798 -4.101 3.703
H -2.955 -3.698 2.173
H -2.641 -2.433 4.860
H -1.110 -2.915 4.020
H -2.103 -0.518 3.525
H -3.355 -1.429 2.678
H -1.447 0.421 1.637
H -2.332 -1.569 -0.278
H -2.997 1.312 0.276
H -3.574 -0.159 0.974
H -4.302 -0.977 -1.350
H -4.234 0.774 -1.760
H -6.267 1.009 -0.927
H -5.537 0.908 0.651
H -5.951 -2.589 -1.147
H -1.438 -0.820 -2.249
H -1.628 1.342 -3.346
H 2.701 -1.814 -2.200
H 3.545 -2.029 -4.398
H 2.356 -0.876 -6.292
H 0.363 0.351 -5.761
H 2.920 -0.193 0.977
H 2.583 -1.499 -0.059
H 3.396 0.618 -1.830
H 4.245 -0.767 -1.331
H 4.556 1.871 0.100
H 5.187 0.303 0.662
H 5.766 2.979 -1.702
H 6.649 2.674 -0.178
H 7.381 2.266 -1.724
H 0.808 -1.436 1.244
H 1.071 1.272 2.465
H 0.016 0.126 3.106
H 2.468 -1.312 2.606
H 2.678 0.132 3.569
H 1.857 -0.940 5.429
H 0.316 -1.231 4.617
H 1.156 -3.446 3.354